Density functional theory data (wB97M-V/def2-TZVPD) for a 12-piece molecular cluster, C33H95N5O12 overall.

XYZ file:
```
145
Properties=species:S:1:pos:R:3:forces:R:3
H -1.7913 -2.4330 -3.5778 0.2 0.0 -0.1
H -2.2391 5.8022 -1.4412 -0.3 -0.2 0.2
O 1.1100 -1.2712 0.4223 0.0 -0.1 -0.7
C -1.1377 -3.9981 2.0599 -0.8 -0.3 0.3
H -3.9186 0.6866 -1.4692 0.6 0.4 0.4
C 0.8349 1.0830 0.0165 0.9 0.3 0.3
H 5.0406 3.8695 0.5511 -0.3 -0.1 -0.3
C -3.5095 0.5568 2.0846 -0.6 -0.4 -0.3
O 1.2481 -3.7787 -0.8422 0.2 0.5 0.5
H 4.1215 1.7362 2.5444 0.3 0.0 0.2
H -0.8936 -6.2042 -2.3039 0.2 -0.2 0.4
H -1.3373 3.3778 0.3094 0.4 0.3 0.0
H 3.3510 3.6640 1.1852 0.1 0.3 -0.2
H 3.3649 -4.6006 -2.2912 -0.3 0.1 -0.2
C 2.9239 -5.2915 -1.5689 1.1 0.1 -0.1
C -0.5058 -4.5731 4.2377 0.3 -0.5 0.3
H 1.9210 0.1996 5.7670 0.0 0.1 0.1
H 2.0133 3.8566 -1.0490 -0.2 0.2 0.0
H 0.4401 1.8457 -0.6524 -0.3 -0.1 0.1
H 1.9909 0.1178 -4.3180 -0.1 -0.1 -0.1
O 1.3641 -1.7719 4.2883 -0.1 -0.6 0.5
H 3.2617 4.8565 -4.8491 0.4 -0.2 0.0
C -4.8541 0.6164 1.3537 0.9 -0.2 -1.5
O -0.4707 -3.9332 -5.3612 0.8 -0.1 -0.9
O 3.0197 -2.5105 2.1274 0.3 0.5 -0.3
H -1.1636 4.4908 -1.8924 0.2 0.1 -0.1
C 0.7206 -0.5367 4.1829 0.4 1.2 -0.7
H 4.5915 4.3745 -2.2433 0.3 0.0 -0.4
H 1.9238 1.1771 -0.0237 0.1 -0.3 -0.4
C 4.6312 1.9812 1.6136 -0.3 0.1 -0.7
H -4.7828 -0.7751 -3.1309 -0.4 0.4 -0.1
C 2.3955 -4.5020 -0.3957 -0.2 -0.2 -0.5
H -2.0808 -4.8059 -3.6646 0.1 -0.2 -0.2
H -2.2944 -2.9278 -2.0206 0.1 -0.5 0.2
O -1.3243 0.3003 -4.9603 0.8 0.2 -0.6
H -1.5457 -5.1279 -1.2808 -0.1 0.0 0.0
H 0.5671 -0.3496 3.1129 -0.3 0.3 0.0
H 0.2810 -5.5465 -4.3765 0.0 -0.2 0.3
H -1.4946 -3.0303 2.4142 0.4 0.3 -0.1
H -0.3039 -4.2955 7.0713 0.0 -0.1 0.3
H 2.4848 0.7991 4.2259 0.0 -0.2 -0.2
H 1.1779 -4.9024 6.4262 0.1 -0.3 -0.1
C 0.1477 -5.1921 6.6407 -0.5 0.9 -0.2
H 1.8810 4.1836 -4.7798 -0.3 -0.4 0.3
H -1.8661 -0.2346 -5.5477 -0.3 0.2 0.1
H 2.7961 2.7112 -2.0436 0.1 0.0 -0.5
H 0.6391 1.3342 1.0612 -0.5 0.1 -0.1
C 3.9097 5.2229 -2.3594 -0.3 -0.2 -0.4
H 4.4155 -1.4294 0.9594 0.1 -0.2 -0.1
C 1.0530 0.6345 -4.5223 -0.1 0.0 -0.1
N -0.1966 -6.9270 4.9908 -0.2 0.7 -0.1
H -3.3073 -0.7532 -4.0094 -0.1 0.4 -0.5
H -4.2629 0.8161 -3.8919 -0.2 -0.3 -0.4
C -1.4680 -3.0343 -2.7253 0.1 1.0 -0.6
H -1.8104 -4.2714 1.2450 0.0 -0.3 0.0
H 4.9498 -2.1089 2.5539 0.2 0.0 -0.3
H -0.6841 -7.1353 4.1246 0.1 -0.2 -0.1
H 0.6848 1.0088 -3.5659 0.1 0.2 0.0
C 1.5827 0.5639 4.7948 0.2 0.1 0.4
H 0.5252 -4.5965 3.8714 0.3 0.4 0.3
H 1.8188 5.4759 -2.9069 0.3 0.4 0.0
H 4.1990 1.3167 0.8602 -0.2 0.3 -0.2
H 2.3471 -2.1423 1.5331 -0.2 0.0 0.1
H 0.1229 -0.5833 -6.1243 0.4 0.1 0.0
H 1.0085 -2.1005 -0.0795 0.1 -0.3 0.2
C 4.7807 6.3578 -0.4772 0.3 0.0 0.5
O -2.1686 1.2037 -2.5266 -0.1 0.5 0.6
H -4.2396 1.2964 3.8471 0.3 -0.7 0.3
H -1.2699 6.9449 3.2812 -0.1 -0.2 0.4
H -6.2968 3.3580 0.1172 0.3 -0.2 -0.6
C -0.6385 -5.5735 5.4004 -0.2 -0.5 -1.0
H -4.8641 -0.0950 0.5212 -0.1 -0.4 0.2
H -0.2554 -0.5086 4.6707 0.0 -0.5 0.1
H -1.8140 0.9224 -3.3877 -0.1 0.0 0.0
H -3.7944 2.9117 -0.0140 0.7 0.4 -0.4
N -3.5165 1.5316 3.1669 -0.6 0.3 0.7
O -1.6262 5.5164 1.9146 0.0 -0.1 -0.2
H 2.1596 -5.1337 0.4647 -0.2 -0.1 0.0
H -0.0971 -1.1936 -4.4756 0.7 -0.2 -0.1
H -6.8518 2.4325 1.4145 0.0 -0.4 0.2
H 2.1646 -5.8871 -2.0734 0.0 -0.1 0.2
N 2.7739 4.1503 -4.2959 0.5 1.3 -0.8
H -2.6646 -0.5924 -1.7490 -0.4 -0.1 0.4
C -3.2300 -0.8796 2.5687 0.4 1.2 0.4
H 0.8593 -3.9784 -3.7733 0.0 0.0 0.1
H -0.6822 5.6783 -0.6319 0.1 -0.1 -0.1
H 5.6908 4.3090 2.6233 0.0 -0.1 -0.1
H -2.6754 0.8585 1.4468 -0.3 0.0 -0.5
H -2.6156 5.7578 3.7292 0.4 0.0 0.3
H -3.5082 5.3687 1.0061 0.1 0.4 -0.1
C -2.6286 4.7643 1.2575 0.0 0.1 0.0
H -5.6598 0.3385 2.0377 -0.2 0.5 0.1
H 3.7805 -5.8991 -1.2663 -0.2 -0.4 0.1
C -0.0154 -4.5141 -4.1582 -0.4 0.2 -0.3
H 0.8537 -5.0610 -6.6022 -0.2 -0.2 0.3
H 3.9678 -0.6762 2.4918 -0.2 0.1 -0.1
C -3.1801 0.2808 -2.1613 0.1 -0.5 -1.1
H -2.1656 -0.8993 2.8068 0.0 -0.3 0.2
H 4.7119 6.2568 0.6066 -0.6 0.4 0.0
N -0.8344 -5.2391 -1.9945 -0.1 -0.5 -0.4
C -6.3080 2.3275 0.4688 -0.2 0.3 1.1
H 3.1620 -3.8094 -0.0529 -0.2 0.2 0.0
H -0.6868 -0.3624 0.0574 -0.2 -0.1 -0.1
H 4.8640 7.3994 -0.7916 -0.1 0.1 0.1
C -3.9612 -0.1151 -3.4172 0.4 -0.7 1.0
C 0.3461 -0.3044 -0.3050 -0.6 0.2 0.8
H 4.3012 5.9691 -3.0606 0.4 0.2 0.3
C -2.0865 4.1119 -0.0081 -0.3 0.4 -0.5
O -4.9749 1.8977 0.7095 -1.1 -0.4 1.0
H -3.7898 -1.0303 3.4930 -0.1 -0.4 -0.1
H 0.2924 -0.5229 -1.3739 0.4 0.0 -0.1
C 2.6078 4.7201 -2.9525 -1.1 -1.9 0.9
H -3.0053 3.9832 1.9245 0.1 -0.2 0.1
H -3.9776 2.3602 2.7975 0.6 0.3 -0.4
C 0.5348 -4.0434 -6.3712 -0.1 0.9 -0.2
H 5.6878 1.7097 1.6214 0.1 0.2 0.4
C -2.1135 6.3423 2.9542 -0.3 -0.1 -1.0
H 1.4225 -3.4515 -6.1284 0.1 -0.1 0.4
N -3.1922 3.4314 -0.6607 -0.7 -0.1 0.2
C 2.0995 3.5504 -2.0950 -0.1 0.3 1.0
H 5.7664 5.9045 -0.6361 -0.2 -0.4 -0.8
H 1.0684 1.5132 4.9553 -0.2 -0.1 -0.1
C -1.1699 -4.4379 -3.1818 -0.5 0.0 0.8
H 1.1122 3.1956 -2.3917 0.1 0.0 -0.2
H -0.1230 -3.9553 1.6604 0.2 0.1 0.2
H -2.8723 7.0203 2.5470 0.0 0.1 0.0
H -6.8900 1.6541 -0.1613 0.2 0.0 -0.3
H -1.7067 -5.6140 5.6298 0.0 -0.2 0.2
H 1.2749 1.4551 -5.2033 -0.1 0.1 0.2
H 0.7699 -6.7579 4.7221 0.2 -0.5 -0.1
H 0.0960 -6.0206 7.3432 0.1 0.1 0.1
O -1.3042 -4.9459 3.1128 0.0 0.2 0.1
C 4.4116 3.4910 1.3564 0.5 -1.3 0.8
H -0.7687 -3.5892 4.6348 0.1 0.3 -0.4
H -3.4201 -1.6620 1.8365 -0.2 0.1 -0.1
C 4.1440 -1.6339 1.9955 -0.1 -0.2 0.7
H 2.0632 -1.7860 3.6181 0.0 -0.4 0.0
H 0.1869 -3.5783 -7.2934 -0.5 -0.2 0.1
C -1.5049 5.0970 -1.0516 0.3 -0.3 0.8
H -0.5708 -2.5697 -2.3118 0.0 0.0 0.1
H -2.8605 2.7786 -1.3590 0.1 0.1 -0.1
H 0.5955 -4.4173 -1.1964 -0.1 0.0 0.0
C 0.0061 -0.2898 -5.0803 -1.0 -0.6 0.5
O 4.7437 4.1608 2.5695 -0.2 0.6 0.1
O 3.6624 5.7323 -1.0703 0.3 0.2 0.0
```
Positions in Å, forces in eV/Å.

Values from the calculation:
electronic energy = -2490.78431 hartree
SMILES string = COC[C@H](C)N.COC[C@H](C)N.COC[C@H](C)N.COC[C@H](C)N.COC[C@H](C)N.CCO.CCO.CCO.CCO.CCO.CCO.CO
Kohn-Sham gap = 8.4 eV
F_max = 2.4 eV/A
E_HOMO = -8.1 eV
LUMO = 0.0130 Ha

Here are the Löwdin charges for atoms 1 to 4, given in e: number 1, H, carries 0.067; number 2, H, carries 0.074; number 3, O, carries -0.104; number 4, C, carries -0.087


Density functional theory data (wB97M-V/def2-TZVPD) for a 2-piece molecular cluster, C10H12N2OS2 overall.

XYZ file:
```
27
Properties=species:S:1:pos:R:3:forces:R:3
S 0.6917 1.4667 1.6519 1.3 -1.3 -0.8
O 1.8670 0.8913 2.4371 -1.1 1.2 -0.8
H -0.4375 3.1098 -0.7839 0.4 -1.1 -0.5
N -0.2927 -3.0304 -0.8748 0.2 0.0 -1.1
C 0.6095 2.7228 -0.8593 -1.3 -1.3 1.7
C -2.6547 0.4951 -0.1961 0.5 -1.9 -5.6
H 1.1673 -1.9746 -1.3865 2.5 0.2 -0.5
C 0.6531 0.4658 0.1257 -0.3 2.8 1.2
C 0.3957 -0.8417 0.3283 -1.8 -5.4 0.9
H -0.2269 -1.2737 -1.8401 0.0 0.3 1.0
H 0.1343 -1.0469 2.5015 0.3 0.8 0.8
H 0.1940 0.7368 -2.0192 0.9 1.2 1.8
C -0.5510 -2.7232 1.5060 0.5 -2.9 -5.3
H -0.8614 -4.5976 0.3172 0.3 1.8 0.1
C 0.2564 -1.7342 -0.9386 -1.5 1.3 -0.3
H -2.7276 -0.5215 -2.1075 0.1 1.4 1.8
H 0.9473 3.8253 1.1978 0.2 -1.7 -1.7
N -2.5427 0.2408 -1.4016 -0.5 -0.2 1.7
H 2.3453 2.7783 0.5186 -2.2 0.1 0.2
H -0.8144 -3.1179 2.3662 -1.5 -2.3 3.8
S -2.6016 0.8945 1.2703 -0.4 0.7 2.1
C 0.8243 1.2019 -1.1421 0.2 -1.4 -2.0
C 1.1612 2.8547 0.5589 3.4 2.5 1.7
H 1.9046 0.8693 -1.4541 -1.4 1.4 0.2
C 0.0536 -1.5098 1.5587 1.9 4.9 -3.4
C -0.5465 -3.4896 0.2773 -1.7 -2.1 3.6
H 1.0517 3.3081 -1.6118 1.0 0.9 -0.6
```
Positions in Å, forces in eV/Å.

Values from the calculation:
<S²> = 2.023
2S+1 = 3
electronic energy = -1369.13690 hartree
Kohn-Sham gap (spin up / spin down) = 6.4 / 6.5 eV
F_max = 6.2 eV/A
energy relative to the best compared isomer or geometry (same formula, charge and spin) = 17.4 kcal per mole
E_HOMO (spin up / spin down) = -5.9 / -9.0 eV
LUMO (spin up / spin down) = 0.0192 / -0.0903 Ha

Here are the Löwdin charges for atoms 1 to 4, given in e: number 1, S, carries 0.901; number 2, O, carries -0.523; number 3, H, carries 0.121; number 4, N, carries 0.033


Density functional theory data (wB97M-V/def2-TZVPD) for C4H8N2O2 as an isolated structure.

XYZ file:
```
16
Properties=species:S:1:pos:R:3:forces:R:3
H 1.9290 1.5651 0.9626 0.0 0.0 0.0
H -0.8119 -1.9207 -0.6059 0.0 0.1 0.0
C -0.4001 -0.0169 1.4325 0.3 0.1 -0.1
H -2.2957 0.9380 0.8702 0.0 0.0 0.0
H -0.2219 -1.1228 -2.1106 0.0 0.0 0.0
H 1.2821 -1.6566 0.4793 0.0 0.1 0.0
O 1.6508 -0.8505 0.0870 -0.4 0.3 0.0
C 1.2890 1.4150 0.0913 -0.1 -0.1 0.0
H 1.8848 1.4261 -0.8197 0.0 0.0 0.0
C -0.9748 -1.1009 -1.3216 0.1 0.0 0.1
N 0.6358 0.1091 0.2093 -0.4 -0.3 -0.1
O -0.0321 -0.1979 2.5652 -0.1 0.0 -0.4
H 0.5140 2.1737 0.0489 0.0 0.0 0.0
C -1.4770 0.2868 0.6015 0.0 0.0 0.0
N -1.0171 0.2124 -0.7092 0.5 -0.1 0.3
H -1.9550 -1.2597 -1.7808 0.1 0.0 0.0
```
Positions in Å, forces in eV/Å.

Values from the calculation:
electronic energy = -417.01482 hartree
Kohn-Sham gap (spin up / spin down) = 8.0 / 8.0 eV
F_max = 0.6 eV/A
energy relative to the best compared isomer or geometry (same formula, charge and spin) = 151.3 kcal per mole
E_HOMO (spin up / spin down) = -7.9 / -7.9 eV
LUMO (spin up / spin down) = 0.0041 / 0.0040 Ha

Here are the Löwdin charges for atoms 1 to 4, given in e: number 1, H, carries 0.103; number 2, H, carries 0.081; number 3, C, carries -0.425; number 4, H, carries 0.103


Q: The highest F_max belongs to which entry?
A: C10H12N2OS2


Copy entry 3 word for word.
Density functional theory data (wB97M-V/def2-TZVPD) for C4H8N2O2 as an isolated structure.

XYZ file:
```
16
Properties=species:S:1:pos:R:3:forces:R:3
H 1.9290 1.5651 0.9626 0.0 0.0 0.0
H -0.8119 -1.9207 -0.6059 0.0 0.1 0.0
C -0.4001 -0.0169 1.4325 0.3 0.1 -0.1
H -2.2957 0.9380 0.8702 0.0 0.0 0.0
H -0.2219 -1.1228 -2.1106 0.0 0.0 0.0
H 1.2821 -1.6566 0.4793 0.0 0.1 0.0
O 1.6508 -0.8505 0.0870 -0.4 0.3 0.0
C 1.2890 1.4150 0.0913 -0.1 -0.1 0.0
H 1.8848 1.4261 -0.8197 0.0 0.0 0.0
C -0.9748 -1.1009 -1.3216 0.1 0.0 0.1
N 0.6358 0.1091 0.2093 -0.4 -0.3 -0.1
O -0.0321 -0.1979 2.5652 -0.1 0.0 -0.4
H 0.5140 2.1737 0.0489 0.0 0.0 0.0
C -1.4770 0.2868 0.6015 0.0 0.0 0.0
N -1.0171 0.2124 -0.7092 0.5 -0.1 0.3
H -1.9550 -1.2597 -1.7808 0.1 0.0 0.0
```
Positions in Å, forces in eV/Å.

Values from the calculation:
electronic energy = -417.01482 hartree
Kohn-Sham gap (spin up / spin down) = 8.0 / 8.0 eV
F_max = 0.6 eV/A
energy relative to the best compared isomer or geometry (same formula, charge and spin) = 151.3 kcal per mole
E_HOMO (spin up / spin down) = -7.9 / -7.9 eV
LUMO (spin up / spin down) = 0.0041 / 0.0040 Ha

Here are the Löwdin charges for atoms 1 to 4, given in e: number 1, H, carries 0.103; number 2, H, carries 0.081; number 3, C, carries -0.425; number 4, H, carries 0.103


Q: Which formula does entry 1 have?
A: C33H95N5O12